Record 1
8
Properties=species:S:1:pos:R:3:forces:R:3 method="wB97M-V/def2-TZVPD" relative_energy_kcal_mol=80.3 charge=0 e_tot_ev=-7595.939 max_force_ev_per_a=6.0 spin_multiplicity=3
C -1.0740 0.3115 0.4517 -5.1 -0.2 -1.1
N -0.4819 -0.9443 0.4300 -1.9 -0.4 -0.7
N -0.6355 1.4384 0.8342 0.9 1.8 0.1
N 1.5979 -1.6891 1.0729 1.3 -4.5 -2.4
O 0.6715 -0.8094 1.0143 1.2 5.2 2.9
H -2.2644 0.1855 0.1612 3.1 0.1 0.3
H -1.2057 2.3580 0.7259 0.7 -2.8 0.1
H 2.2459 -1.4404 1.7978 -0.2 0.9 0.9

---

Record 2
11
Properties=species:S:1:pos:R:3:forces:R:3 method="wB97M-V/def2-TZVPD" relative_energy_kcal_mol=90.5 charge=0 e_tot_ev=-9236.563 max_force_ev_per_a=0.4
O 0.2008 0.6681 2.5661 0.0 -0.1 -0.4
C 0.1119 0.3637 1.3940 0.0 0.0 0.2
C -0.8446 -0.6081 0.8458 0.0 0.0 -0.1
C -0.8947 -0.9002 -0.4835 -0.1 0.0 0.1
N -0.0589 -0.3168 -1.4068 0.1 0.2 0.2
C 0.7238 0.5094 -0.7772 -0.2 -0.1 0.2
N 0.9593 0.9452 0.4070 -0.1 -0.1 -0.1
H -1.5178 -1.0873 1.5483 0.1 0.1 -0.1
H -1.6062 -1.6155 -0.8885 0.1 0.1 0.1
H 1.7581 0.7161 -1.5317 0.1 -0.1 0.0
H 1.1851 1.3501 -1.6507 -0.1 0.1 0.0

---

Record 3
116
Properties=species:S:1:pos:R:3:forces:R:3 method="wB97M-V/def2-TZVPD" relative_energy_kcal_mol=5.4 charge=+2 e_tot_ev=-72456.009 max_force_ev_per_a=0.7
Ta -0.6781 -0.1090 0.4673 0.1 0.1 0.7
C 2.5795 -4.6958 2.3140 0.0 0.0 0.0
C 2.8414 -4.2970 0.8653 0.0 0.0 0.0
C 4.2474 -4.7270 0.4287 0.0 0.0 0.0
C 2.6580 -2.8191 0.5990 0.0 0.0 0.0
C 2.7451 -1.8638 1.5954 0.0 0.0 0.0
C 2.6790 -0.4927 1.3521 0.0 0.0 0.0
C 3.0030 0.3310 2.6026 0.0 0.0 0.0
C 1.7999 0.3801 3.5446 0.1 -0.1 0.1
C 3.6377 1.7106 2.4560 0.0 0.0 0.0
C 2.4371 -0.0467 0.0165 0.0 0.0 0.1
C 2.4438 -1.0255 -1.0296 0.0 0.0 0.0
C 2.5100 -2.3692 -0.7086 -0.1 0.0 0.0
C 2.6364 -0.6503 -2.4919 0.0 0.0 0.0
C 4.1117 -0.8493 -2.8704 0.0 0.0 0.0
C 1.7739 -1.4570 -3.4636 0.0 0.0 0.0
C 2.7558 1.3659 -0.4171 0.0 0.0 0.0
C 4.1214 1.6051 -0.5929 0.0 0.0 0.0
C 4.6042 2.8029 -1.0805 0.0 0.0 0.0
C 3.7145 3.8104 -1.4252 0.0 0.0 0.0
C 2.3604 3.6022 -1.2565 0.0 0.0 0.0
C 1.8586 2.3943 -0.7506 0.1 -0.1 0.1
P 0.0554 2.2824 -0.5632 0.0 0.0 -0.2
C -0.4788 3.6373 0.6290 -0.1 0.1 0.0
C -2.0086 3.5808 0.7482 0.0 0.0 0.0
C 0.1770 3.3681 1.9819 0.0 0.0 0.0
C -0.0550 5.0643 0.2435 0.0 0.0 0.0
C -0.7283 2.4851 -2.2832 0.1 0.0 -0.1
C -0.8182 3.9328 -2.7708 0.0 0.0 0.0
C 0.1444 1.6819 -3.2500 0.0 0.0 0.0
C -2.1341 1.8803 -2.3329 0.0 0.0 0.0
H 2.5224 -5.7806 2.3984 0.0 0.0 0.0
H 1.6464 -4.2728 2.6974 0.0 0.0 0.0
H 3.3882 -4.3667 2.9691 0.0 0.0 0.0
H 2.1216 -4.8244 0.2296 0.0 0.0 0.0
H 5.0036 -4.1975 1.0113 0.0 0.0 0.0
H 4.4256 -4.5180 -0.6265 0.0 0.0 0.0
H 4.3840 -5.7962 0.5907 0.0 0.0 0.0
H 2.9168 -2.1827 2.6158 0.0 0.0 0.0
H 3.7543 -0.2821 3.1070 0.0 0.0 0.0
H 1.0204 1.0095 3.1331 -0.1 0.1 0.0
H 2.0942 0.8073 4.5045 0.0 0.0 0.0
H 1.3810 -0.6146 3.7216 0.0 0.0 0.0
H 3.0005 2.4265 1.9431 0.0 0.0 0.0
H 4.5881 1.6697 1.9270 0.0 0.0 0.0
H 3.8369 2.1004 3.4550 0.0 0.0 0.0
H 2.5257 -3.0993 -1.5110 0.0 0.0 0.0
H 2.4058 0.4066 -2.6176 0.0 0.0 0.0
H 4.3893 -1.9010 -2.7779 0.0 0.0 0.0
H 4.7858 -0.2680 -2.2441 0.0 0.0 0.0
H 4.2716 -0.5496 -3.9066 0.0 0.0 0.0
H 2.1156 -2.4920 -3.5325 0.0 0.0 0.0
H 1.8601 -1.0328 -4.4648 0.0 0.0 0.0
H 0.7197 -1.4589 -3.1999 0.0 0.0 0.0
H 4.8173 0.8179 -0.3290 0.0 0.0 0.0
H 5.6697 2.9484 -1.1980 0.0 0.0 0.0
H 4.0713 4.7504 -1.8233 0.0 0.0 0.0
H 1.6820 4.3942 -1.5336 0.0 0.0 0.0
H -2.3925 2.5720 0.9149 0.0 0.0 0.0
H -2.4945 3.9884 -0.1388 0.0 0.0 0.0
H -2.3125 4.1960 1.5977 0.0 0.0 0.0
H -0.1293 2.4271 2.4212 0.0 0.0 0.0
H -0.1174 4.1662 2.6673 0.0 0.0 0.0
H 1.2614 3.3919 1.9035 0.0 0.0 0.0
H -0.3499 5.3748 -0.7515 0.0 0.0 0.0
H 1.0172 5.2096 0.3634 0.0 0.0 0.0
H -0.5455 5.7359 0.9515 0.0 0.0 0.0
H 0.1439 4.4373 -2.8251 0.0 0.0 0.0
H -1.5115 4.5277 -2.1798 0.0 0.0 0.0
H -1.2166 3.8993 -3.7873 0.0 0.0 0.0
H 1.1340 2.1195 -3.3838 0.0 0.0 0.0
H -0.3537 1.6582 -4.2213 0.0 0.0 0.0
H 0.2485 0.6471 -2.9214 0.0 0.0 0.0
H -2.8164 2.3029 -1.5964 0.0 0.0 0.0
H -2.1143 0.7977 -2.2225 0.0 0.0 0.0
H -2.5415 2.0853 -3.3255 0.0 0.0 0.0
C -6.1989 0.7156 -1.6843 0.0 0.0 0.0
Si -5.7676 -0.2556 -0.1598 0.0 0.0 0.0
C -6.4026 0.5186 1.4058 0.0 0.0 0.0
C -6.1829 -2.0629 -0.2952 0.0 0.0 0.0
C -3.8833 -0.1810 -0.0444 0.0 -0.1 0.1
C -2.6624 -0.1329 0.0301 -0.2 0.1 -0.1
H -7.2752 0.6671 -1.8631 0.0 0.0 0.0
H -5.6954 0.3181 -2.5669 0.0 0.0 0.0
H -5.9297 1.7678 -1.5776 0.0 0.0 0.0
H -7.4921 0.5866 1.3783 0.0 0.0 0.0
H -6.0124 1.5296 1.5361 0.0 0.0 0.0
H -6.1308 -0.0730 2.2819 0.0 0.0 0.0
H -7.2672 -2.1918 -0.3173 0.0 0.0 0.0
H -5.8008 -2.6274 0.5569 0.0 0.0 0.0
H -5.7786 -2.4968 -1.2111 0.0 0.0 0.0
C -2.1560 -1.1653 3.6415 0.0 0.0 0.0
C -2.0772 0.2936 3.2588 0.0 0.1 -0.1
C -1.6209 1.1953 4.3815 0.0 0.0 0.0
O -1.1672 0.4519 2.1141 0.1 0.0 0.1
H -2.8692 -1.2676 4.4596 0.0 0.0 0.0
H -1.1880 -1.5339 3.9797 0.0 0.0 0.0
H -2.5026 -1.7776 2.8094 0.0 0.0 0.0
H -3.0329 0.6347 2.8489 0.0 0.0 0.0
H -0.6280 0.9150 4.7304 0.0 0.0 0.0
H -2.3140 1.0842 5.2154 0.0 0.0 0.0
H -1.6220 2.2431 4.0854 0.0 0.0 0.0
C -1.7417 -4.3669 -3.1930 0.0 0.0 0.0
N -1.2838 -3.7623 -1.9325 0.0 0.0 0.0
C -0.9755 -4.5290 -0.8691 0.0 0.0 0.0
C -0.5553 -4.0342 0.3353 0.0 0.0 0.0
C -0.4263 -2.6460 0.3792 0.0 0.0 -0.1
O -0.1463 -1.8849 1.3997 0.1 0.0 -0.2
N -0.6815 -1.8788 -0.6993 -0.1 -0.2 -0.3
C -1.2204 -2.3595 -1.8713 -0.1 -0.1 0.0
O -1.5957 -1.6477 -2.7685 0.0 0.0 0.0
H -2.2640 -5.2933 -2.9714 0.0 0.0 0.0
H -0.8912 -4.5634 -3.8431 0.0 0.0 0.0
H -2.4138 -3.6716 -3.6842 0.0 0.0 0.0
H -1.0995 -5.5939 -1.0215 0.0 0.0 0.0
H -0.3495 -4.6676 1.1828 0.0 0.0 0.0

---

Record 4
20
Properties=species:S:1:pos:R:3:forces:R:3 method="wB97M-V/def2-TZVPD" relative_energy_kcal_mol=151.2 charge=0 e_tot_ev=-8927.452 max_force_ev_per_a=4.0
C -1.1107 -0.0936 -0.3573 1.4 -1.4 -0.9
C -1.3644 -0.1382 1.1277 0.5 0.2 0.2
C -1.5722 1.1663 -1.0504 0.4 0.0 -0.2
C 0.6925 -0.6018 -0.8908 -3.3 0.3 -0.1
C 1.1774 -1.8084 -0.5987 0.0 0.2 0.4
H -1.5698 -0.9662 -0.8247 0.1 0.1 0.0
H 0.9304 -0.0873 -1.8152 0.0 0.0 0.0
H -0.9267 0.7382 1.6145 0.0 -0.1 0.0
H -1.0434 2.0406 -0.6638 -0.1 0.0 0.0
H -1.4229 1.0998 -2.1314 0.1 0.1 0.1
H -0.9111 -1.0294 1.5701 -0.2 0.0 0.0
H -2.4402 -0.1343 1.3407 0.2 -0.1 -0.1
H -2.6520 1.3064 -0.9128 0.2 0.0 0.2
H 1.8859 -2.2923 -1.2607 0.2 0.2 0.1
H 0.9551 -2.3136 0.3335 -0.2 -0.1 -0.1
N 1.7404 1.0845 0.7117 -1.9 -0.2 -0.3
O 2.5087 0.1267 1.4355 -0.6 -0.3 -0.1
H 2.0789 0.1031 2.3031 0.2 0.1 -0.3
H 2.4181 1.3763 0.0041 -0.4 -0.2 -0.1
H 0.6259 0.4233 0.0650 3.6 1.2 1.3

---

Record 5
25
Properties=species:S:1:pos:R:3:forces:R:3 method="wB97M-V/def2-TZVPD" relative_energy_kcal_mol=33.6 charge=0 e_tot_ev=-24859.962 max_force_ev_per_a=5.1
C 1.6760 2.1799 -3.0519 -1.2 -1.9 2.0
C 1.1981 0.8525 -3.1539 -0.2 1.4 1.5
C 1.4916 2.9141 -1.8900 -0.2 1.2 1.0
C 0.5082 0.3255 -2.0396 1.8 3.6 -0.4
C 0.7826 2.4120 -0.7777 0.8 -3.0 -4.0
C 0.3234 1.0763 -0.8780 -0.1 1.6 0.7
C -0.1600 -2.2605 1.8803 -2.4 -2.8 -1.4
C -0.8590 -1.8146 3.1415 2.8 0.6 -1.0
C -0.2365 -1.3813 0.6605 0.2 1.9 0.0
C -1.5382 -0.9591 0.1487 -3.0 0.8 1.2
N -2.1481 -1.2848 2.9613 -1.7 0.0 1.1
N -2.7675 -0.9372 2.0494 0.6 0.2 -1.7
O -0.7743 1.3917 1.7399 0.0 -0.3 -0.7
P -0.6229 0.4556 0.5889 0.8 -1.3 -0.7
H 2.2038 2.5795 -3.8429 1.0 0.9 -1.6
H 1.4046 0.3999 -4.1020 -0.3 -0.8 -0.1
H 1.8807 3.9529 -1.8426 -0.3 -0.8 -0.1
H 0.0544 -0.5558 -1.9705 -1.5 -3.9 -0.7
H 0.4835 2.9064 0.0468 -0.4 2.1 2.6
H 0.8417 -2.5917 2.0300 0.7 -0.1 0.5
H -0.7877 -3.1877 1.5892 1.2 0.8 0.2
H -0.7982 -2.5053 3.9474 -0.7 -1.0 0.3
H -0.2265 -1.0523 3.5184 0.2 1.5 0.6
H 0.3574 -1.5169 -0.2271 1.3 -1.1 0.3
H -2.2870 -1.3990 -0.5260 0.6 0.3 0.2

---

Number 1: M 73.06 g mol⁻¹. Number 2: M 96.09 g mol⁻¹. Number 3: M 887.01 g mol⁻¹. Number 4: M 103.16 g mol⁻¹. Number 5: M 206.19 g mol⁻¹.